{
  "formula": "C12H6IrN5OS3",
  "method": "ωB97M-V/def2-TZVPD",
  "symbols": ["Ir", "S", "C", "N", "C", "C", "C", "C", "C", "C", "S", "H", "H", "H", "H", "S", "C", "N", "N", "C", "O", "C", "C", "N", "C", "N", "H", "H"],
  "coordinates": [[-0.064780, 1.105248, 1.538921], [-0.521304, 0.355439, 3.642566], [-0.916137, -1.068223, 2.666083], [-0.709374, -0.781400, 1.406084], [-1.102279, -1.775824, 0.535843], [-1.036887, -1.742646, -0.853143], [-1.476142, -2.856330, -1.538083], [-1.965373, -3.979766, -0.859685], [-2.031454, -4.014275, 0.518980], [-1.596762, -2.893034, 1.218393], [-1.569589, -2.624277, 2.946824], [-0.662831, -0.860851, -1.355226], [-1.445344, -2.862510, -2.619198], [-2.302033, -4.837461, -1.426104], [-2.413333, -4.884436, 1.035344], [-1.390318, 3.901253, -1.651431], [-1.296267, 2.674294, -0.641878], [-1.232835, 1.725728, 0.069085], [2.866532, 1.432712, -1.534072], [2.144981, 1.826473, -0.475152], [1.379993, 0.948790, 0.052405], [2.267045, 3.158641, 0.002897], [3.045794, 4.137066, -0.644789], [3.670639, 4.931968, -1.197573], [1.450755, 3.335089, 1.110677], [0.687344, 3.079384, 1.944888], [3.502263, 2.060358, -1.995381], [2.717683, 0.508595, -1.897271]],
  "atomic_forces_ev_per_a": [[0.69, 0.36, 0.17], [-0.32, -0.26, 0.06], [0.05, 0.15, -0.18], [-0.25, -0.30, 0.45], [0.09, -0.02, -0.01], [-0.02, -0.06, -0.02], [0.01, 0.01, 0.01], [0.00, -0.02, -0.02], [0.00, -0.01, 0.02], [0.02, 0.01, -0.05], [-0.03, -0.01, -0.02], [-0.01, 0.01, 0.02], [0.00, 0.00, 0.00], [0.00, 0.00, 0.00], [0.00, 0.01, 0.01], [-0.09, -0.04, 0.03], [0.20, 0.00, -0.10], [-0.04, 0.10, -0.10], [0.05, -0.01, -0.01], [-0.11, -0.03, -0.10], [-0.10, -0.16, -0.40], [0.06, -0.08, 0.01], [-0.14, 0.25, 0.06], [0.11, -0.11, -0.03], [-0.07, -0.09, -0.13], [-0.10, 0.27, 0.33], [-0.03, 0.01, 0.00], [0.01, 0.01, -0.01]],
  "mulliken_charge": [0.87, -0.37, 0.41, 0.02, 0.00, -0.37, -0.64, -0.51, -0.44, 0.51, -0.21, 0.49, 0.39, 0.37, 0.39, -0.38, 0.46, -0.56, -0.41, 1.07, -0.85, 0.17, -0.13, -0.46, 0.42, -0.66, 0.19, 0.24],
  "gap_ev": [6.77, 6.77],
  "fmax_ev_per_a": 0.8,
  "energy_ev": -57383.4017,
  "charge": 0
}